Run w
10
Properties=species:S:1:pos:R:3:nbo_charge:R:1 method="wB97M-V/def2-TZVPD" charge=-1 homo_lumo_gap_ev=7.5731
H -1.0208 -0.6088 1.5654 0.164
N -1.9641 0.6446 0.3576 0.349
C 0.9811 0.1705 -1.0017 0.438
N 1.8177 0.7093 -1.5133 -0.674
O -2.1262 1.8662 -0.2478 -0.665
H 2.2362 1.2986 -0.8453 0.343
H 0.2150 -0.2693 -1.6301 0.145
C -0.8345 0.0524 0.6986 0.047
O -3.0254 0.1245 0.7365 -0.562
O 0.6785 0.2801 0.4413 -0.585

Run x
10
Properties=species:S:1:pos:R:3:nbo_charge:R:1 method="wB97M-V/def2-TZVPD" charge=-1 homo_lumo_gap_ev=8.2265
N -0.1464 1.6838 1.1951 -0.755
H -1.7245 1.7234 2.5236 0.038
O 1.7310 0.9554 -0.1459 -0.684
O -1.0994 -0.1569 2.2512 -0.707
C 0.5578 0.8721 0.1674 0.867
H 0.5898 -0.1216 -2.5119 0.325
H 1.0589 -1.1324 -1.1533 0.345
C -1.0097 1.0106 1.9780 0.500
O -0.3324 0.1060 -0.5700 -0.402
N 0.2700 -0.7239 -1.5869 -0.528

The energy of each structure relative to the most stable one, in kcal/mol, is as follows: run w 105.9; run x 0.0.